The following is a quantum chemistry calculation of C5H7NO in the gas phase, from the OMol25 dataset.

Lowest unoccupied orbital energy: 1.05 eV
HOMO-LUMO gap: 10.3 eV
Structure (SMILES): C1=N[C@H]2C[C@H]2CO1
HOMO energy: -0.34126 hartree
Relative energy (zero: lowest compared OMol25 entry of this formula, charge and spin): 3.847 eV

CARTESIAN COORDINATES (ANGSTROEM)
C -1.636 -0.875 0.160
N -1.704 0.140 -0.530
C -0.532 0.981 -0.650
C 0.246 1.336 0.589
C 0.802 0.332 -0.370
C 0.791 -1.136 0.024
O -0.223 -1.363 0.953
H -1.705 -1.867 0.543
H -0.613 1.725 -1.440
H -0.149 0.943 1.521
H 0.683 2.328 0.639
H 1.628 0.625 -1.008
H 1.765 -1.411 0.448
H 0.646 -1.759 -0.881

***

The following is a quantum chemistry calculation of a molecular structure, C31H50HgN2O8SSb, from the OMol25 dataset.

Lowest unoccupied orbital energy (spin up / spin down): 4.02 / 3.43 eV
HOMO-LUMO gap (spin up / spin down): 5.9 / 5.5 eV
Spin multiplicity: 2
Net charge: -2
HOMO energy (spin up / spin down): -0.06909 / -0.07634 hartree
Relative energy (zero: lowest compared OMol25 entry of this formula, charge and spin): 0.896 eV

CARTESIAN COORDINATES (ANGSTROEM)
Hg 0.922 0.471 -0.001
C 2.089 -2.325 -0.929
C 2.505 -1.234 -1.799
C 1.494 -1.146 -2.864
C 0.625 -2.180 -2.639
C 0.983 -2.922 -1.439
C 0.214 -4.088 -0.855
C -1.260 -4.026 -1.277
C 0.823 -5.403 -1.362
C 0.286 -4.049 0.676
C 1.226 -0.174 -4.025
C 1.854 1.212 -3.871
C -0.296 0.064 -4.117
C 1.696 -0.790 -5.352
C 3.931 -0.686 -1.702
C 4.715 -1.431 -0.609
C 4.058 0.804 -1.334
C 4.647 -0.968 -3.035
H 2.598 -2.612 -0.024
H -0.244 -2.393 -3.247
H -1.370 -4.157 -2.359
H -1.704 -3.070 -0.992
H -1.818 -4.831 -0.786
H 0.784 -5.452 -2.455
H 0.274 -6.260 -0.958
H 1.869 -5.484 -1.057
H -0.092 -3.095 1.050
H 1.312 -4.168 1.035
H -0.316 -4.857 1.102
H 1.553 1.665 -2.924
H 1.500 1.856 -4.682
H 2.941 1.192 -3.925
H -0.704 0.336 -3.140
H -0.827 -0.824 -4.471
H -0.506 0.876 -4.820
H 2.781 -0.924 -5.371
H 1.415 -0.147 -6.195
H 1.235 -1.770 -5.495
H 4.258 -1.287 0.372
H 5.730 -1.028 -0.567
H 4.779 -2.503 -0.814
H 3.692 0.972 -0.322
H 3.512 1.467 -1.993
H 5.118 1.083 -1.368
H 4.568 -2.028 -3.293
H 5.708 -0.710 -2.946
H 4.226 -0.391 -3.857
O -0.091 4.743 2.150
C -0.271 3.529 2.332
O -0.791 2.703 1.517
C 0.157 2.921 3.662
C -0.199 3.557 4.801
C -0.014 2.945 6.072
C 0.475 1.662 6.162
C 0.868 0.991 5.019
C 0.884 1.637 3.695
O 1.446 1.188 2.698
N 1.275 -0.390 5.201
O 1.675 -1.027 4.245
O 1.173 -0.885 6.330
N -0.380 3.638 7.271
O -0.832 4.776 7.175
O -0.230 3.085 8.361
H -0.666 4.532 4.745
H 0.549 1.175 7.120
C -2.900 2.687 -2.868
Sb -1.797 2.662 -0.944
C -1.026 4.641 -1.276
C -3.532 3.398 0.096
H -3.656 3.480 -2.884
H -3.390 1.720 -3.026
H -2.198 2.850 -3.694
H -1.816 5.286 -1.670
H -0.192 4.611 -1.983
H -0.673 5.018 -0.311
H -3.907 4.288 -0.415
H -3.224 3.653 1.112
H -4.311 2.634 0.126
C -4.992 -1.713 0.252
C -4.221 -1.318 1.505
S -2.880 -0.193 1.042
O -2.035 -1.010 0.102
C -2.050 -0.149 2.631
C -2.834 0.681 3.640
H -5.676 -2.537 0.463
H -4.295 -2.032 -0.524
H -5.575 -0.874 -0.136
H -3.744 -2.180 1.976
H -4.855 -0.805 2.232
H -1.096 0.330 2.399
H -1.878 -1.183 2.944
H -2.930 1.705 3.278
H -2.298 0.713 4.588
H -3.831 0.272 3.827

***

Question: relative energy (zero: lowest compared OMol25 entry of this formula, charge and spin) of number 1 (C5H7NO)?
Answer: 3.847 eV

***

Question: Which formula does entry 1 have?
Answer: C5H7NO

***

Question: Which of these has the lowest relative energy (zero: lowest compared OMol25 entry of this formula, charge and spin)?
Answer: C31H50HgN2O8SSb